# 1
{
  "formula": "C35H40Br3GeNO7Ti",
  "method": "the ωB97M-V functional and the def2-TZVPD basis",
  "elements": ["Ti", "C", "C", "C", "C", "O", "Ge", "O", "C", "C", "C", "C", "O", "C", "C", "C", "C", "H", "H", "H", "H", "H", "H", "H", "H", "H", "H", "H", "H", "H", "H", "H", "H", "H", "H", "H", "H", "H", "H", "H", "H", "H", "H", "H", "Br", "C", "C", "C", "C", "C", "C", "C", "C", "C", "C", "H", "H", "H", "H", "H", "H", "Br", "C", "C", "C", "C", "C", "N", "C", "O", "O", "H", "H", "H", "Br", "C", "C", "C", "C", "C", "C", "C", "O", "O", "H", "H", "H", "H"],
  "xyz": [[-0.1911, -0.4666, -0.0472], [-3.0182, 2.3979, -2.8386], [-2.0204, 2.3966, -1.6827], [-2.6097, 3.1762, -0.5083], [-0.7175, 3.0595, -2.1165], [-1.7274, 1.0684, -1.2514], [-2.4587, -0.5459, -1.8586], [-2.1683, -1.1240, -0.0647], [-3.0527, -2.0404, 0.6046], [-2.4071, -2.4089, 1.9321], [-3.2278, -3.2866, -0.2585], [-4.3843, -1.3334, 0.8371], [-0.6580, -1.1418, -2.0901], [-0.0945, -1.3722, -3.3851], [-0.9522, -2.3960, -4.1244], [-0.0161, -0.0602, -4.1573], [1.3083, -1.9245, -3.1866], [-3.2273, 3.4261, -3.1410], [-3.9601, 1.9285, -2.5468], [-2.6253, 1.8620, -3.7049], [-2.8928, 4.1834, -0.8244], [-1.8842, 3.2531, 0.3024], [-3.4984, 2.6689, -0.1251], [-0.8814, 4.1157, -2.3466], [-0.3043, 2.5701, -2.9984], [0.0014, 2.9912, -1.3030], [-1.4049, -2.8058, 1.7650], [-3.0066, -3.1738, 2.4314], [-2.3260, -1.5353, 2.5787], [-2.2505, -3.7061, -0.5027], [-3.7576, -3.0492, -1.1850], [-3.8126, -4.0354, 0.2806], [-4.2288, -0.4396, 1.4433], [-5.0806, -1.9950, 1.3579], [-4.8407, -1.0411, -0.1122], [-1.9403, -1.9964, -4.3626], [-1.0770, -3.2823, -3.4996], [-0.4685, -2.6893, -5.0587], [-1.0072, 0.3838, -4.2776], [0.4040, -0.2267, -5.1522], [0.6222, 0.6446, -3.6230], [1.2695, -2.8909, -2.6844], [1.9092, -1.2270, -2.6012], [1.7955, -2.0626, -4.1552], [2.6559, -0.3849, 2.1942], [1.5566, 0.3791, 3.5386], [2.1819, 0.5719, 4.7365], [1.4984, 1.1890, 5.8040], [0.2203, 1.6091, 5.6102], [-0.4369, 1.4123, 4.3687], [-1.7587, 1.9033, 4.2221], [-2.4023, 1.7315, 3.0393], [-1.7667, 1.0324, 1.9890], [-0.4884, 0.5038, 2.0253], [0.1981, 0.7488, 3.2756], [3.2099, 0.2593, 4.8555], [1.9997, 1.3354, 6.7526], [-0.3226, 2.1121, 6.4027], [-2.2212, 2.4180, 5.0572], [-3.4095, 2.1134, 2.9032], [-2.3603, 0.8886, 1.0951], [0.1660, 4.9060, 2.4098], [1.5185, 4.3695, 1.1850], [2.5576, 5.2483, 0.8927], [3.5164, 4.8157, -0.0024], [3.4064, 3.5461, -0.5596], [2.3266, 2.7663, -0.1888], [1.3945, 3.1757, 0.6699], [2.1958, 1.3494, -0.7581], [3.0546, 0.9421, -1.5273], [1.1711, 0.7160, -0.3416], [2.5991, 6.2239, 1.3545], [4.3465, 5.4600, -0.2645], [4.1283, 3.1464, -1.2559], [1.9122, -6.4062, 0.3695], [2.9831, -4.8646, 0.0788], [4.3573, -5.0709, 0.0954], [5.2218, -4.0042, -0.0842], [4.7140, -2.7264, -0.2685], [3.3440, -2.5319, -0.2631], [2.4525, -3.5932, -0.0993], [0.9650, -3.2872, -0.1609], [0.1660, -4.1109, -0.5542], [0.6702, -2.0997, 0.2772], [4.7386, -6.0704, 0.2526], [6.2910, -4.1759, -0.0730], [5.3728, -1.8800, -0.4110], [2.9450, -1.5365, -0.4013]],
  "lowdin_charge": [1.007, -0.076, -0.673, -0.033, -0.012, -0.357, 1.000, -0.432, -0.664, -0.013, -0.040, -0.034, -0.380, -0.674, -0.049, -0.027, -0.012, 0.085, 0.068, 0.062, 0.084, 0.064, 0.087, 0.090, 0.074, 0.059, 0.086, 0.089, 0.078, 0.075, 0.063, 0.086, 0.076, 0.086, 0.068, 0.058, 0.091, 0.084, 0.062, 0.089, 0.081, 0.082, 0.076, 0.093, 0.920, -0.570, -0.165, -0.102, -0.062, -0.187, -0.078, -0.097, -0.177, -0.096, -0.197, 0.081, 0.094, 0.102, 0.100, 0.099, 0.053, 0.736, -0.730, -0.115, -0.060, 0.003, -0.184, 0.119, -0.585, 0.048, -0.191, 0.092, 0.104, 0.114, 0.773, -0.595, -0.148, -0.089, -0.067, -0.067, -0.148, -0.574, 0.031, -0.173, 0.086, 0.099, 0.108, 0.070],
  "multiplicity": 2,
  "orbital_gap_ev": [6.61, 7.47],
  "homo_ev": [-4.177, -5.038],
  "charge": -1
}

# 2
{
  "formula": "C35H41BrClN3O3PTi",
  "method": "the ωB97M-V functional and the def2-TZVPD basis",
  "elements": ["Ti", "Br", "C", "C", "C", "C", "O", "C", "C", "N", "C", "C", "C", "C", "C", "C", "C", "C", "N", "C", "C", "H", "H", "H", "H", "H", "H", "H", "H", "H", "H", "Cl", "C", "C", "C", "C", "O", "C", "C", "O", "C", "H", "H", "H", "H", "C", "C", "C", "C", "P", "N", "C", "C", "C", "C", "C", "C", "C", "C", "H", "H", "H", "H", "H", "H", "H", "H", "H", "H", "H", "H", "H", "H", "H", "H", "H", "H", "H", "H", "H", "H", "H", "H", "H", "H", "H"],
  "xyz": [[0.3116, -0.3166, 0.4592], [5.8000, 3.2117, 3.8300], [4.6559, 2.2286, 2.6598], [5.1518, 1.1016, 2.0198], [4.2995, 0.3924, 1.1855], [2.9708, 0.7626, 0.9786], [2.2099, -0.0009, 0.1951], [2.4882, 1.9492, 1.6118], [1.2077, 2.5021, 1.3296], [0.3317, 1.8691, 0.5380], [-0.6996, 2.4794, -0.0817], [-1.2493, 3.7402, 0.1681], [-2.3090, 4.2168, -0.6133], [-2.8383, 3.5009, -1.6597], [-2.2972, 2.2261, -1.9664], [-2.7365, 1.4130, -3.0281], [-2.1435, 0.1950, -3.2555], [-1.1171, -0.2274, -2.4040], [-0.6827, 0.5097, -1.4033], [-1.2461, 1.7184, -1.1736], [3.3641, 2.6529, 2.4644], [6.1729, 0.7816, 2.1734], [4.6553, -0.4955, 0.6772], [1.0038, 3.5095, 1.6843], [-0.8675, 4.3467, 0.9777], [-2.7241, 5.1908, -0.3792], [-3.6566, 3.8903, -2.2523], [-3.5469, 1.7607, -3.6592], [-2.4642, -0.4454, -4.0663], [-0.6443, -1.1936, -2.5093], [3.0040, 3.5471, 2.9581], [-2.9831, -1.7149, 6.8472], [-1.9546, -1.3112, 5.4818], [-0.5979, -1.0938, 5.7065], [0.2094, -0.7858, 4.6122], [-0.3077, -0.6985, 3.3306], [0.5108, -0.4380, 2.3079], [-1.7103, -0.8979, 3.1049], [-2.2956, -0.7903, 1.8297], [-1.6817, -0.5048, 0.7197], [-2.5121, -1.2181, 4.2326], [-0.1881, -1.1658, 6.7037], [1.2712, -0.6122, 4.7391], [-3.3714, -0.9689, 1.7560], [-3.5737, -1.3843, 4.0971], [1.8115, -5.3822, -2.3114], [1.0823, -4.0492, -2.1109], [1.8376, -2.9347, -2.8562], [-0.2875, -4.1655, -2.7964], [0.8448, -3.4941, -0.3139], [0.4479, -1.9902, -0.2907], [-0.5328, -4.5134, 0.4722], [-0.4902, -4.2884, 1.9921], [-1.8809, -3.9366, 0.0047], [-0.4988, -6.0213, 0.2025], [2.4558, -3.8003, 0.6165], [3.6150, -3.2243, -0.2148], [2.4592, -2.9750, 1.9143], [2.7535, -5.2644, 0.9561], [1.8241, -5.6116, -3.3819], [1.3138, -6.2095, -1.8056], [2.8458, -5.3506, -1.9759], [1.7237, -3.0979, -3.9322], [2.9011, -2.9238, -2.6360], [1.4359, -1.9546, -2.6020], [-0.1192, -4.2965, -3.8695], [-0.8907, -3.2686, -2.6566], [-0.8610, -5.0221, -2.4502], [-0.4730, -3.2281, 2.2431], [0.3541, -4.7829, 2.4695], [-1.4027, -4.7096, 2.4232], [-1.8992, -2.8535, 0.1180], [-2.6668, -4.3682, 0.6322], [-2.1182, -4.1817, -1.0266], [0.4318, -6.4882, 0.5234], [-0.6582, -6.2653, -0.8471], [-1.3110, -6.4880, 0.7685], [3.3843, -2.2067, -0.5337], [3.8696, -3.8349, -1.0796], [4.5005, -3.1817, 0.4261], [2.3612, -1.9127, 1.7093], [3.4260, -3.1372, 2.4018], [1.6812, -3.2525, 2.6201], [2.7335, -5.9220, 0.0876], [2.0663, -5.6594, 1.7029], [3.7589, -5.3155, 1.3857]],
  "lowdin_charge": [1.077, 0.655, -0.711, -0.154, -0.023, -0.326, -0.216, -0.153, -0.082, -0.029, -0.229, -0.028, -0.109, -0.078, -0.161, -0.019, -0.054, -0.118, 0.038, -0.146, -0.101, 0.087, 0.101, 0.105, 0.090, 0.095, 0.094, 0.110, 0.097, 0.071, 0.100, 0.588, -0.690, -0.136, -0.020, -0.310, -0.184, -0.165, -0.204, -0.215, -0.086, 0.088, 0.117, 0.115, 0.102, -0.085, -0.587, -0.087, -0.097, 0.919, -0.281, -0.583, -0.077, -0.079, -0.082, -0.578, -0.092, -0.076, -0.082, 0.086, 0.063, 0.058, 0.083, 0.061, 0.063, 0.084, 0.064, 0.059, 0.071, 0.064, 0.091, 0.058, 0.088, 0.057, 0.061, 0.057, 0.087, 0.069, 0.058, 0.087, 0.052, 0.093, 0.062, 0.058, 0.063, 0.087],
  "multiplicity": 3,
  "orbital_gap_ev": [4.81, 7.13],
  "homo_ev": [-2.471, -4.799],
  "charge": -1
}

# 3
{
  "formula": "C35H42ClIrN4O10P2Se",
  "method": "the ωB97M-V functional and the def2-TZVPD basis",
  "elements": ["Ir", "Cl", "C", "C", "C", "C", "O", "C", "C", "N", "C", "C", "C", "C", "C", "C", "C", "C", "N", "C", "C", "H", "H", "H", "H", "H", "H", "H", "H", "H", "H", "C", "C", "O", "P", "O", "O", "O", "P", "O", "O", "O", "H", "H", "H", "H", "H", "H", "H", "C", "C", "C", "C", "N", "C", "Se", "N", "C", "C", "C", "C", "C", "C", "C", "C", "C", "C", "H", "H", "H", "H", "H", "H", "H", "H", "H", "H", "H", "H", "H", "H", "H", "H", "H", "H", "H", "H", "H", "H", "C", "O", "C", "O", "H", "H", "H"],
  "xyz": [[0.1895, -0.4165, -0.0086], [0.7877, 3.0533, 6.3000], [1.0046, 2.2996, 4.7550], [2.2777, 1.8477, 4.3731], [2.4709, 1.2771, 3.1420], [1.4130, 1.1154, 2.2248], [1.6650, 0.6223, 1.0429], [0.1198, 1.5593, 2.6285], [-1.0338, 1.4818, 1.7992], [-1.0956, 0.9707, 0.6120], [-2.2277, 1.1075, -0.2170], [-3.2307, 2.0277, -0.0814], [-4.3594, 1.9747, -0.9238], [-4.4869, 1.0124, -1.8845], [-3.4409, 0.0862, -2.0905], [-3.4686, -0.9538, -3.0470], [-2.3901, -1.7780, -3.1927], [-1.2452, -1.5622, -2.4083], [-1.2009, -0.6143, -1.5036], [-2.2909, 0.1822, -1.2873], [-0.0477, 2.1527, 3.9035], [3.1035, 1.9516, 5.0661], [3.4511, 0.9341, 2.8352], [-1.9569, 1.8829, 2.2145], [-3.1559, 2.8054, 0.6672], [-5.1454, 2.7074, -0.7965], [-5.3782, 0.9538, -2.4961], [-4.3578, -1.0938, -3.6514], [-2.3999, -2.5947, -3.9010], [-0.3477, -2.1588, -2.5176], [-1.0289, 2.5067, 4.1994], [1.7669, -4.0197, 2.7945], [1.1860, -2.9957, 1.8304], [1.0481, -1.7241, 2.4719], [2.2253, -2.7316, 0.3612], [2.6697, -4.1253, -0.2189], [3.5576, -2.1206, 0.9346], [1.5826, -1.8892, -0.7198], [-0.5004, -3.4366, 1.1913], [-0.1127, -4.4913, -0.0039], [-1.3022, -4.1094, 2.2225], [-1.0294, -2.1706, 0.5072], [2.6932, -3.6432, 3.2274], [1.9741, -4.9615, 2.2826], [1.0395, -4.2165, 3.5812], [0.3199, -1.7943, 3.1043], [1.9064, -4.6124, -0.5781], [4.0548, -1.5999, 0.2872], [-0.7064, -5.2520, 0.0705], [4.6790, -1.6781, -2.5199], [3.9230, -2.4966, -3.5719], [2.6550, -1.7993, -4.0589], [2.9286, -0.4538, -4.7224], [1.6799, 0.2071, -5.1119], [0.7742, 0.6435, -4.2253], [1.5577, 1.0587, -1.8654], [-0.2698, 1.1290, -4.9069], [-1.4588, 1.7166, -4.2944], [-1.6430, 3.2072, -4.5752], [-0.7318, 4.1362, -3.7702], [0.7294, 4.1466, -4.2248], [-0.0624, 0.9616, -6.2777], [-0.8546, 1.2404, -7.3844], [-0.3326, 0.9249, -8.6257], [0.9385, 0.3530, -8.7600], [1.7201, 0.0636, -7.6562], [1.1902, 0.3712, -6.4103], [5.3786, -2.3111, -1.9707], [3.9631, -1.2394, -1.8171], [5.2502, -0.8624, -2.9645], [3.6309, -3.4533, -3.1352], [4.5799, -2.7161, -4.4177], [2.0035, -1.6178, -3.1981], [2.1154, -2.4412, -4.7612], [3.5458, -0.5699, -5.6115], [3.4417, 0.2031, -4.0222], [-1.3642, 1.5548, -3.2213], [-2.3270, 1.1620, -4.6563], [-2.6840, 3.4397, -4.3379], [-1.5030, 3.3995, -5.6431], [-0.7887, 3.8658, -2.7114], [-1.1285, 5.1493, -3.8638], [1.2497, 3.2279, -3.9497], [1.2658, 4.9767, -3.7622], [0.8005, 4.2685, -5.3088], [-1.8366, 1.6846, -7.2869], [-0.9198, 1.1211, -9.5129], [1.3151, 0.1321, -9.7496], [2.7013, -0.3794, -7.7646], [2.6535, 4.4233, 0.1963], [2.5826, 3.2348, -0.6240], [1.3714, 2.7340, -0.8441], [0.3276, 3.2182, -0.5096], [2.8087, 4.1268, 1.2320], [1.7371, 5.0002, 0.1115], [3.5039, 4.9923, -0.1630]],
  "lowdin_charge": [1.295, 0.682, -0.670, -0.069, 0.006, -0.354, -0.276, -0.126, -0.030, -0.066, -0.176, 0.021, -0.041, -0.012, -0.157, 0.012, -0.010, -0.086, -0.074, -0.162, -0.055, 0.115, 0.127, 0.142, 0.122, 0.117, 0.124, 0.131, 0.119, 0.119, 0.119, -0.041, -0.587, -0.090, 0.512, -0.078, -0.057, -0.427, 0.362, -0.162, -0.254, -0.374, 0.095, 0.091, 0.092, 0.117, 0.088, 0.091, 0.095, -0.098, -0.233, -0.195, -0.138, -0.015, -0.185, 1.052, -0.008, -0.125, -0.171, -0.234, -0.089, -0.142, 0.000, -0.069, -0.069, 0.004, -0.136, 0.082, 0.036, 0.078, 0.103, 0.113, 0.065, 0.124, 0.128, 0.098, 0.102, 0.124, 0.116, 0.106, 0.090, 0.110, 0.034, 0.077, 0.081, 0.115, 0.110, 0.110, 0.113, -0.008, -0.111, -0.823, 0.032, 0.095, 0.092, 0.097],
  "multiplicity": 2,
  "orbital_gap_ev": [6.45, 6.52],
  "homo_ev": [-9.952, -10.095],
  "charge": 1
}

| no. | E (eV) |
| --- | --- |
| 1 | -342533.830 |
| 2 | -162548.622 |
| 3 | -162698.100 |